The following is a DFT calculation (the ωB97M-V functional and the def2-TZVPD basis) of the ion C9H14F3N2O with charge +1.

Computed properties:
- Calculated total energy: -835.163634 hartree
- HOMO level: -13.32 eV
- Orbital gap: 8.982 eV
- SMILES: CC(C)Cn1cc[nH+]c1COC(F)(F)F
- Total charge: +1

```
29
Properties=species:S:1:pos:R:3:lowdin_charge:R:1
C 2.7823 0.2007 -1.2321 -0.11
C 2.2354 0.3788 0.3069 -0.36
C 2.7033 1.9060 0.7946 -0.11
C 0.5901 0.3550 0.4497 -0.14
N -0.0343 -1.0053 0.1808 -0.05
C 0.5507 -2.2958 -0.3486 0.08
C -0.7563 -3.2894 -0.2965 0.03
N -1.9718 -2.5416 0.2180 0.09
C -1.5136 -1.1161 0.4911 -0.02
C -2.5154 0.1014 1.0446 -0.06
O -3.5040 0.4600 0.0164 -0.02
C -3.0340 1.5419 -0.8623 -0.23
F -1.9214 1.1015 -1.7833 0.03
F -4.2002 1.8805 -1.7606 0.04
F -2.6933 2.8098 -0.1630 0.05
H 3.6947 -0.5375 -1.1864 0.09
H 1.9688 -0.2377 -1.9526 0.08
H 3.1975 1.2308 -1.6296 0.09
H 2.7785 -0.3870 1.0094 0.14
H 1.8977 2.6336 0.3021 0.10
H 3.8027 2.1640 0.4815 0.10
H 2.5233 1.9912 1.9607 0.09
H 0.3705 0.5848 1.6004 0.15
H 0.0947 1.2371 -0.1656 0.14
H 1.6578 -2.4744 -0.6825 0.14
H -0.7214 -4.4256 -0.6156 0.14
H -2.9576 -2.8927 0.3815 0.18
H -1.9188 1.0083 1.4818 0.15
H -3.1061 -0.3823 1.9587 0.17
```

The following is a DFT calculation (the ωB97M-V functional and the def2-TZVPD basis) of a cluster of 2 separate species, C9H14IN2 in total.

Computed properties:
- Calculated total energy: -758.125097 hartree
- HOMO level (spin up / spin down): -12.39 / -12.39 eV
- Orbital gap (spin up / spin down): 7.946 / 7.946 eV
- Energy relative to the best compared isomer or geometry (same formula, charge and spin): 105.8 kcal/mol
- Total charge: +1

```
26
Properties=species:S:1:pos:R:3:lowdin_charge:R:1
C -1.8856 -2.0402 1.2273 -0.03
C -2.3504 -2.7134 0.0238 0.01
C -0.9705 -1.0954 1.2037 -0.03
C -1.8827 -2.2780 -1.1571 0.00
C -0.4542 -0.7490 -0.0735 -0.02
C 1.4176 2.9832 -0.1623 -0.06
C 1.6628 1.6014 1.9771 -0.09
C -0.4354 -0.8338 -2.4828 -0.01
C 0.9303 1.6770 0.5377 -0.61
N -0.8727 -1.2967 -1.1930 -0.10
N 1.0547 0.6688 -0.3603 -0.41
I 2.7668 -0.5196 -0.5138 0.90
H -2.2954 -2.3445 2.1620 0.12
H -3.2302 -3.4375 0.0834 0.16
H -0.6390 -0.6495 2.1829 0.15
H -2.0625 -2.8545 -2.0099 0.12
H 2.5422 3.1693 0.1003 0.11
H 1.3366 2.8393 -1.2884 0.09
H 0.9038 3.9169 0.1382 0.09
H 2.6832 1.8398 1.9186 0.03
H 1.7130 0.5720 2.4946 0.08
H 1.1469 2.1799 2.7668 0.08
H -0.8983 0.1122 -2.7191 0.10
H 0.7409 -0.8297 -2.2758 0.05
H -0.7473 -1.5469 -3.2931 0.12
H -0.1746 1.6290 0.7130 0.14
```

The following is a DFT calculation (the ωB97M-V functional and the def2-TZVPD basis) of the ion C9H14N with charge +1.

Computed properties:
- Calculated total energy: -405.661301 hartree
- HOMO level: -13.86 eV
- Orbital gap: 11.312 eV
- Energy relative to the best compared isomer or geometry (same formula, charge and spin): 120.2 kcal/mol
- SMILES: CC1=C[C@@H]1[N@@H+]1CC12CCC2
- Total charge: +1

```
24
Properties=species:S:1:pos:R:3:lowdin_charge:R:1
C 3.0366 0.6643 -2.6101 -0.04
C 2.3798 -0.0900 -1.5560 -0.18
C 2.2832 -1.0649 -0.6503 0.11
C 1.3106 0.0662 -0.4911 -0.16
N -0.2014 -0.1086 -0.6461 0.07
C -1.0422 1.1146 -0.4085 0.06
C -1.1384 -0.0725 0.4867 -0.32
C -2.2849 -1.0232 0.8001 -0.08
C -1.9086 -0.9485 2.3605 -0.13
C -0.8312 0.1181 2.0133 -0.09
H 2.9303 1.8101 -2.3116 0.14
H 2.6839 0.6273 -3.6142 0.07
H 4.1146 0.2476 -2.6243 0.13
H 2.7161 -1.9814 -0.2453 0.12
H 1.3760 0.8223 0.2293 0.11
H -0.3701 -0.6836 -1.4548 0.19
H -1.5844 1.4618 -1.2212 0.11
H -0.4955 1.9049 0.0940 0.13
H -2.3430 -2.1382 0.5308 0.14
H -3.2889 -0.7327 0.5983 0.10
H -2.7701 -0.7999 2.9873 0.10
H -1.3543 -1.9555 2.6872 0.15
H -1.1376 1.1247 2.4409 0.14
H 0.2027 -0.0644 2.4014 0.12
```

The following is a DFT calculation (the ωB97M-V functional and the def2-TZVPD basis) of the molecule C9H14N2.

Computed properties:
- Calculated total energy: -460.697533 hartree
- HOMO level: -8.56 eV
- Orbital gap: 9.560 eV
- Energy relative to the best compared isomer or geometry (same formula, charge and spin): 97.2 kcal/mol
- SMILES: [H]/N=N\[C@@]12CC[C@@]13CCC[C@H]3C2

```
25
Properties=species:S:1:pos:R:3:lowdin_charge:R:1
H 0.8325 -2.6127 -2.3508 0.07
N 0.0013 -2.0273 -2.7033 0.05
N -0.3524 -1.1019 -1.9900 -0.02
C 0.0735 -0.9141 -0.5863 -0.32
C 1.3789 -1.6121 -0.1445 -0.13
C 1.7529 -0.4670 0.7673 -0.10
C 0.5052 0.3134 0.3829 -0.36
C 0.6126 1.7427 -0.0273 -0.12
C -0.8411 2.0945 -0.3996 -0.17
C -1.6661 1.3191 0.6733 -0.13
C -0.8119 0.1024 1.0708 -0.25
C -1.1208 -1.1767 0.3712 -0.05
H 1.1905 -2.6841 0.1484 0.13
H 2.0965 -1.5478 -0.9522 0.10
H 2.0118 -0.4926 1.9326 0.16
H 2.5753 0.0371 0.3633 0.08
H 1.3807 2.1682 -0.6663 0.11
H 0.7917 2.3140 1.0141 0.17
H -1.1153 1.7854 -1.3857 0.09
H -1.1214 3.1934 -0.2288 0.13
H -1.8601 1.8845 1.5770 0.10
H -2.6253 1.0990 0.1899 0.11
H -0.7259 -0.0575 2.1830 0.16
H -2.0530 -1.2741 -0.0799 0.10
H -0.9099 -2.0858 0.8409 0.10
```

The following is a DFT calculation (the ωB97M-V functional and the def2-TZVPD basis) of the molecule C9H14N2O.

Computed properties:
- Calculated total energy: -535.767799 hartree
- HOMO level (spin up / spin down): -7.71 / -7.71 eV
- Orbital gap (spin up / spin down): 7.176 / 7.177 eV
- Energy relative to the best compared isomer or geometry (same formula, charge and spin): 198.3 kcal/mol

```
26
Properties=species:S:1:pos:R:3:lowdin_charge:R:1
C -0.4177 1.3102 0.8820 -0.17
C 0.2964 2.4648 0.9143 -0.06
C -0.5745 0.5993 -0.2861 0.01
C 2.1841 0.9050 -0.3503 -0.16
C 0.9673 2.8588 -0.3851 -0.15
C -0.5017 -1.6804 1.0253 -0.08
C -0.2779 -1.5297 -1.5274 -0.06
C -2.4204 -0.6402 -0.2281 -0.01
C -0.7980 -0.8820 -0.2637 -0.58
N 2.9961 -1.3203 0.0633 0.03
N 2.6918 -0.1036 0.0209 -0.06
O 2.2469 2.1756 -0.5177 0.00
H -1.0609 0.9407 1.8395 0.17
H 0.3063 3.1578 1.7777 0.11
H 0.4379 2.2509 -1.1704 0.11
H 1.1812 3.8952 -0.6388 0.13
H -0.6521 -2.8213 0.8462 0.11
H 0.5164 -1.6268 1.4737 0.06
H -1.3124 -1.4461 1.7958 0.08
H -0.6181 -0.9325 -2.3961 0.10
H -0.5710 -2.6229 -1.5557 0.11
H 0.7461 -1.4752 -1.5326 0.02
H -2.8299 -1.0058 -1.2411 0.12
H -2.6808 0.3872 -0.1775 0.05
H -2.7347 -1.2595 0.5780 0.05
H 2.8795 -1.5992 1.0538 0.05
```

The following is a DFT calculation (the ωB97M-V functional and the def2-TZVPD basis) of a cluster of 2 separate species, C9H14N2O3S in total.

Computed properties:
- Calculated total energy: -1084.747443 hartree
- HOMO level: -8.54 eV
- Orbital gap: 9.236 eV
- Energy relative to the best compared isomer or geometry (same formula, charge and spin): 7.1 kcal/mol
- SMILES: C[C@H](O)/C(O)=N/C(N)=O.Cc1cccs1

```
29
Properties=species:S:1:pos:R:3:lowdin_charge:R:1
C 4.0212 -2.1088 -0.4983 -0.01
C 2.8508 -1.7091 0.4524 -0.32
O 2.2875 -2.7950 1.2247 0.00
C 1.7715 -1.0132 -0.3344 -0.43
O 1.2073 -1.9254 -1.0321 0.14
N 1.4451 0.1575 -0.0971 0.19
C 0.6006 0.7538 -0.9492 -0.58
N 0.5703 2.1568 -0.7330 0.15
O 0.0577 0.2355 -1.9152 0.04
H 4.2162 -1.2676 -1.1437 0.09
H 4.8457 -2.3160 0.1301 0.07
H 3.7001 -2.9235 -1.0616 0.06
H 3.3418 -0.9709 1.1360 0.15
H 2.3647 -3.5606 0.6639 0.08
H 0.3936 -1.5611 -1.5599 0.17
H 1.0922 2.5573 0.0322 0.09
H -0.0435 2.7970 -1.1813 0.08
C -3.9057 2.8094 0.2121 -0.11
C -3.0894 1.6010 0.5537 -0.56
C -3.2126 0.3360 0.1067 -0.17
C -2.2467 -0.5537 0.6623 -0.20
C -1.3929 0.0495 1.5623 -0.45
S -1.6826 1.7101 1.6220 1.00
H -3.4974 3.4048 -0.5310 0.04
H -4.9218 2.5866 -0.0698 0.07
H -4.1117 3.4792 1.0964 0.09
H -4.1144 -0.0195 -0.5095 0.14
H -2.0525 -1.5339 0.1863 0.11
H -0.4953 -0.3762 1.9751 0.06
```